The following is a DFT calculation (ωB97M-V with the def2-TZVPD basis set) of 2 unconnected molecules or ions with the total composition C15H18BrO3 in a non-equilibrium geometry.

Results
molar mass	326.2	g mol⁻¹
spin multiplicity	1
total charge	-1
frontier orbital gap	5.2	eV
E_HOMO	-0.089	Ha

Positions of all 37 atoms, in Å:
C: -2.1618 2.9813 -0.6696
H: -1.2722 -4.4084 2.6608
C: 0.4328 -3.3646 0.8750
Br: 1.1144 -3.5440 6.9196
H: -1.9365 -3.7484 -3.6130
H: -3.8002 1.5383 -0.4108
C: 1.7233 -2.8415 2.8821
C: -0.5649 -4.0783 0.1381
C: -2.7134 1.5857 -0.2868
C: -0.2374 -3.9911 4.4742
H: -1.1086 -5.8484 -1.5172
O: -2.8464 0.4967 1.8700
C: -1.4047 2.4148 1.6095
H: -0.3889 2.0061 1.5880
H: -2.0179 -5.4996 -3.8066
C: -1.4158 -4.8382 -1.8199
H: -2.3947 -4.6530 -1.3561
H: -1.6244 2.7045 2.6426
H: -1.3877 2.8923 -1.4391
H: 1.1586 -2.8260 0.2945
H: 2.4841 -2.3986 2.2607
C: -1.4659 -4.6891 -3.3274
H: -2.2700 4.3255 1.0343
O: -0.4960 -3.9576 -1.2280
H: -0.4570 -4.6778 -3.7403
C: 0.9082 -3.4674 5.0452
H: -0.9942 -4.4154 5.1108
C: 0.5725 -3.3876 2.2696
H: -2.9444 3.6201 -1.0976
O: -1.4051 -4.7745 0.6992
H: -2.2817 0.7822 -0.8934
C: -2.3845 1.3563 1.1712
H: -0.6290 4.1149 0.4469
H: 2.7852 -2.5260 4.7051
C: -1.5743 3.5875 0.6231
C: 1.8847 -2.9025 4.2458
C: -0.3986 -3.9724 3.1103

Mulliken population analysis, charges in e, atoms 1 to 6: -0.5451, 0.4623, -1.2099, -0.2895, 0.2840, 0.2973